No. 1
# C3H5O5Ru

C3H5O5Ru as an isolated structure (ωB97M-V/def2-TZVPD, the OMol25 dataset).

The geometry in ORCA input format:
```
! RIJCOSX wB97M-V def2-TZVPD def2/J DEFGRID3
* xyz 1 7
O -1.33423 -2.08542 0.90931
C -1.32517 -0.76679 0.70109
C -1.89005 -0.10146 -0.57935
O -1.46469 1.21283 -0.66624
H 2.86200 0.48009 -1.60642
H -0.86341 -0.14981 1.48100
H -2.37435 -2.10168 0.75901
H -2.99565 -0.17211 -0.53465
H -1.56933 -0.71749 -1.44401
Ru 0.30518 1.35850 -0.15787
O 1.80562 1.25600 1.07271
C 2.72339 0.71099 0.37656
O 3.91491 0.62488 0.58159
O 2.20578 0.45148 -0.89274
*
```

Properties
LUMO level (alpha / beta): -4.21 / -8.51 eV
Electronic energy: -15997.17303 eV
Frontier orbital gap (alpha / beta): 8.19 / 6.89 eV
Expectation value of S²: 12.0144
Highest occupied orbital energy (alpha / beta): -12.40 / -15.40 eV
Energy relative to the best compared isomer or geometry (same formula, charge and spin): 0.000 eV

=====

No. 2
# C3H5OP

A 2-piece molecular cluster, C3H5OP overall (ωB97M-V/def2-TZVPD, the OMol25 dataset).

The geometry in ORCA input format:
```
! RIJCOSX wB97M-V def2-TZVPD def2/J DEFGRID3
* xyz 0 1
C -1.33961 -0.78874 -1.31593
C -0.96035 -0.14861 -0.37438
C -0.76883 0.83510 0.62688
O 1.13796 -0.91508 -0.34607
P 2.41254 -0.24106 -0.31012
H -1.53223 -1.40743 -2.10955
H -0.18980 1.66345 0.23699
H -0.09385 0.45636 1.36465
H -1.68641 0.96700 1.18948
H 3.02058 -0.42100 1.03805
*
```

Properties
SMILES string: C#CC.O=P
LUMO level: -1.07 eV
Electronic energy: -14524.32776 eV
Frontier orbital gap: 7.94 eV
Highest occupied orbital energy: -9.01 eV
Energy relative to the best compared isomer or geometry (same formula, charge and spin): 2.700 eV

=====

No. 3
# C3H5P

One molecule with the formula C3H5P (ωB97M-V/def2-TZVPD, the OMol25 dataset).

The geometry in ORCA input format:
```
! RIJCOSX wB97M-V def2-TZVPD def2/J DEFGRID3
* xyz 0 1
C 1.66199 0.33436 1.56910
C 0.53549 -0.04723 1.25940
C -0.60752 0.02861 -1.29571
P -1.09454 0.33261 0.70144
H 2.63103 0.57300 1.78264
H -0.06502 -0.91872 -1.19610
H 0.16735 0.72800 -1.48748
H -1.47130 -0.14624 -1.96628
H -1.75748 -0.88439 0.63299
*
```

Properties
SMILES string: C#CPC
LUMO level: 0.92 eV
Electronic energy: -12477.72737 eV
Frontier orbital gap: 10.07 eV
Highest occupied orbital energy: -9.15 eV
Energy relative to the best compared isomer or geometry (same formula, charge and spin): 0.911 eV

=====

No. 4
# C3H6AsF6N4O4PtS2

C3H6AsF6N4O4PtS2 as an isolated structure (ωB97M-V/def2-TZVPD, the OMol25 dataset).

The geometry in ORCA input format:
```
! RIJCOSX wB97M-V def2-TZVPD def2/J DEFGRID3
* xyz 0 4
Pt 0.52135 0.56659 -0.65313
C -1.55858 1.57870 4.20289
C -0.18995 1.28566 3.72379
N 0.85352 1.04890 4.44926
N 1.85519 0.79747 3.55334
C 1.45726 0.86085 2.28873
S 2.34985 0.60698 0.86674
N 0.14832 1.19835 2.38349
N -0.67013 1.31803 1.26735
H -1.55689 1.56752 5.28894
H -2.25789 0.82320 3.84121
H -1.89427 2.55711 3.85720
H 2.77672 0.55984 3.88281
H -1.04674 2.25504 1.16480
H -1.39149 0.59756 1.28991
F -0.45543 -1.09872 0.61918
As -1.52991 -2.56044 0.20234
F -0.70040 -2.59952 -1.30427
F -2.61301 -1.37158 -0.44362
F -2.55320 -3.86652 -0.16235
F -2.22934 -2.29091 1.76595
F -0.31385 -3.53760 0.91730
O -0.66966 2.04972 -1.75773
S 0.55329 1.93593 -2.69118
O 0.45305 2.66860 -3.89385
O 0.69438 0.42549 -2.81518
O 1.67161 2.30567 -1.74920
*
```

Properties
LUMO level (alpha / beta): -0.51 / -3.89 eV
Electronic energy: -119418.25142 eV
Frontier orbital gap (alpha / beta): 9.75 / 6.70 eV
Expectation value of S²: 3.7632
Highest occupied orbital energy (alpha / beta): -10.26 / -10.59 eV
Energy relative to the best compared isomer or geometry (same formula, charge and spin): 0.580 eV

=====

No. 5
# C3H6BF3O3

One molecule with the formula C3H6BF3O3 (ωB97M-V/def2-TZVPD, the OMol25 dataset).

The geometry in ORCA input format:
```
! RIJCOSX wB97M-V def2-TZVPD def2/J DEFGRID3
* xyz 0 1
B 1.37658 1.50636 0.71706
C -2.64193 -0.25554 -0.15666
C 1.00805 -0.15793 -0.09803
C -0.34210 -0.78575 0.18016
O 2.63910 1.83481 0.63844
O 1.12802 0.15602 -1.45063
O -1.29737 0.10939 0.15198
F 1.98350 -1.06805 0.20712
F -0.58788 -1.81841 -0.74597
F -0.25429 -1.51947 1.36774
H -2.51254 -1.37083 -0.29583
H -2.96092 0.27610 -1.00578
H -3.36609 0.04013 0.70608
H 0.77830 2.31243 1.39818
H 3.28584 1.20661 0.22683
H 1.76374 -0.46588 -1.84070
*
```

Properties
SMILES string: COC(F)(F)[C@](O)(F)BO
LUMO level: 0.54 eV
Electronic energy: -18179.26501 eV
Frontier orbital gap: 10.61 eV
Highest occupied orbital energy: -10.07 eV
Energy relative to the best compared isomer or geometry (same formula, charge and spin): 0.952 eV

=====

No. 6
# C3H6BN

One molecule with the formula C3H6BN (ωB97M-V/def2-TZVPD, the OMol25 dataset).

The geometry in ORCA input format:
```
! RIJCOSX wB97M-V def2-TZVPD def2/J DEFGRID3
* xyz 0 1
B -0.37195 0.12717 -1.38725
C 0.46916 -0.28254 1.14529
C 0.42059 -0.06526 2.45670
C -0.33306 0.00982 -2.90522
N -0.42351 0.26547 0.26415
H 0.20876 0.71138 -3.51302
H 1.22425 -0.91991 0.70321
H -0.33296 0.56999 2.89562
H 1.13326 -0.51087 3.12569
H -0.85424 -0.76279 -3.43583
H -1.14030 0.85753 0.65067
*
```

Properties
SMILES string: C=BNC=C
LUMO level: 0.49 eV
Electronic energy: -5372.03182 eV
Frontier orbital gap: 9.07 eV
Highest occupied orbital energy: -8.58 eV
Energy relative to the best compared isomer or geometry (same formula, charge and spin): 2.148 eV